Computed, not measured: a cluster of 12 separate species, C42H117N9O15 in total, with wB97M-V/def2-TZVPD.

## Properties
Multiplicity = 1
LUMO energy = 0.015 hartree

XYZ file:
```
183
C42H117N9O15, DFT wB97M-V/def2-TZVPD
H -1.5813 -8.4088 3.0667
H -9.6487 8.8289 6.1292
H -0.9531 -2.0764 -9.8536
N 0.5420 -3.4414 0.2392
C 0.5897 -9.4737 3.8103
C -1.7554 -0.0631 -9.0027
H -7.2813 -4.4751 1.0198
C -4.7950 1.5192 11.2062
H 3.0629 -2.1479 0.1634
H 0.0105 -9.5541 -5.5724
C -0.6373 7.6215 1.2996
H -2.8479 -5.7847 -4.2066
H 9.8156 -6.3382 -4.9426
H 4.3562 4.3781 -11.4088
H 9.4650 -7.2571 -7.2569
H 0.1358 -0.9079 -9.3276
C -0.6458 11.4035 1.0031
O -7.9453 -2.9343 -0.1160
C 6.5800 -5.1581 11.1465
C 4.9320 3.0060 3.9617
H -3.2820 0.2573 9.3584
H 2.9443 -3.7820 8.8663
H -1.5066 0.9767 -9.2149
H -0.6908 -0.7722 -10.9369
H 4.8759 4.1747 -9.7697
O -8.5980 -2.0182 2.9352
C -8.3754 6.6525 4.5785
C 0.0068 9.9166 0.8575
H 0.2843 -1.7994 -0.9138
N -1.5859 -0.2362 -7.5747
H -10.8086 7.5328 6.1329
H 3.9511 -5.6849 12.0466
H -1.8818 12.5382 2.6287
H 3.2033 4.7179 -9.9908
H -2.1854 10.8126 0.2858
H 6.4199 -5.2319 10.0708
H 6.5811 -6.1145 11.6694
H -10.0445 6.3590 3.0435
H 3.1842 6.4428 -11.6947
C -10.3176 8.2586 5.4846
N 3.8762 9.4197 -11.6753
C -3.9583 0.2099 13.2657
H 10.3358 -6.9219 -10.6960
C 9.2854 -5.4359 -5.2475
H -4.2924 -6.6022 -7.2060
N -5.1057 2.2496 13.5214
C 9.9750 -7.3409 -9.7566
C -1.0670 -7.1120 -5.9549
C -4.2445 1.5335 12.6049
H 4.0727 10.2341 -11.1110
H 2.0803 9.5178 -9.7643
H -11.1789 8.8664 5.2073
H -2.8457 -6.0078 -7.8433
H -0.3725 -1.4841 1.5973
H -9.3084 8.3984 3.6126
H -0.6944 -7.2885 -4.9458
H -9.3714 -3.8155 2.0063
H 4.7999 -3.9075 8.7304
O -3.5045 0.5188 -10.5975
H -11.0141 7.5462 2.9479
H -0.2394 -9.9790 -7.3615
N 9.1454 -3.9038 -7.3122
C 0.9413 -2.1077 -0.1006
H 1.0867 -8.2689 5.3731
H 4.2519 3.0063 3.1099
H -5.7213 2.0936 11.2014
N -2.9724 -5.8605 -5.2060
C 9.8090 -5.1432 -6.7381
H -6.1693 4.9617 4.6589
H -1.5546 7.0666 1.4965
H 8.9016 -7.5001 -9.8593
C -1.5485 11.5553 2.2955
C 2.3057 8.4982 -10.0771
H -8.5198 6.1296 5.5240
H -7.5527 7.3454 4.7547
H 0.5078 9.7051 -0.0871
H -0.7406 -11.0019 3.2586
H 0.8717 -9.3392 2.7661
C 9.4670 -6.2876 -7.7550
O 0.6718 -8.2155 4.5091
C -0.8018 -0.9972 -9.8761
C 3.7214 8.3508 -10.7460
C 0.5610 -1.2472 1.0868
H -2.9739 -7.5595 -7.9963
H -0.1351 7.1634 0.4476
C -0.7954 -10.0570 3.7991
H 3.3266 -0.8285 -3.0603
C 2.3348 -1.9278 -0.6173
H -2.3315 0.9275 10.7243
C 4.1450 -4.7142 11.5903
C -2.5591 -7.1242 -5.8632
O 2.4241 -0.5676 -1.1777
H 0.4157 -0.2034 0.8084
H 4.6646 7.0843 -12.1747
H -4.8409 -0.4137 13.4079
H 10.8897 -5.1340 -6.5958
H -9.3347 -1.5792 2.5037
H -7.7355 4.1207 4.6154
H 6.8631 -3.7049 13.3168
C 4.0662 6.9286 -11.2771
N 5.8814 -3.9142 13.2051
H 5.6195 1.1031 3.3017
H -8.0917 -4.0322 2.9341
C 3.5051 -0.3240 -2.1107
C -0.5472 -9.3936 -6.4951
H 10.5133 -8.2406 -9.4586
H -3.8377 -0.9855 -9.2223
H 8.4366 -6.1690 -8.0899
H -6.6552 4.1616 3.1998
H -3.9773 -5.8823 -5.3051
O -4.0048 1.9881 10.1190
O 4.7184 6.1170 -10.3562
H 0.7993 9.8773 1.6048
H -0.8681 11.3623 3.1249
H 1.0028 -3.7988 1.0639
C -2.9113 1.1660 9.8327
H 1.4744 8.1658 -10.6988
O -1.0254 8.9578 1.0903
H 5.8056 -4.7830 13.7146
O 10.2838 -6.3383 -8.9165
O 7.0404 1.9376 4.6164
H -2.2886 1.8258 9.2286
H -3.3344 2.1329 12.5800
H 6.3888 2.4130 2.6441
H 2.9416 9.5552 -12.0334
C -3.2258 -6.8254 -7.2309
H -6.4737 -2.9097 1.3090
H -3.6015 0.6137 -8.5606
H -0.0243 7.6883 2.1985
C 5.6004 -4.1815 11.7791
H 4.3887 2.4627 5.8099
C -7.0398 4.7347 4.0435
H 2.2601 7.8396 -9.2097
H 4.3977 -0.6075 -1.5530
H 1.2995 -10.1919 4.2206
O 4.0673 2.4245 4.9061
H 5.5984 -3.2633 11.1917
H 1.2405 -1.3684 1.9304
H 4.4799 8.4570 -9.9704
H 9.1980 -3.9102 -8.3208
N -1.5559 11.5405 -0.0208
H 0.5325 -4.1520 -0.4784
O -7.8992 5.7626 3.5891
N -10.6752 6.8846 3.6317
C -7.4219 -3.3959 1.0796
H 5.2367 4.0467 4.0717
H -2.8429 -8.0054 -5.2878
C -9.6025 7.5737 4.2618
C -8.4560 -3.2728 2.2421
H -2.2576 10.7351 2.4072
O -0.5641 -8.0289 -7.0098
H -5.4706 0.0395 -10.5983
H -5.3180 0.5807 11.0228
C -3.2591 -0.0690 -9.3384
O -1.7250 -9.3531 2.9707
O 3.7809 -4.7962 10.2590
H 7.6312 -4.9226 11.3126
H 8.2071 -5.5948 -5.2453
H -5.1426 1.7016 -10.2237
H -3.1572 -0.2670 12.7008
H 2.4882 -2.5752 -1.4807
C 4.2123 4.7662 -10.4005
C 3.9227 -3.6785 9.3355
H -0.6089 -0.3466 -7.3437
C -4.8250 0.8771 -10.8621
H -8.0016 -1.9782 -0.1814
H 9.4877 -4.6440 -4.5263
H 0.1220 12.1758 0.9574
H -0.6308 -6.1398 -6.1842
H 3.6158 0.7510 -2.2530
H -4.5665 2.0698 14.3562
H -1.3202 -10.1074 4.7531
H -3.6503 0.3445 14.3025
H -1.2978 11.2247 -0.9448
H -5.7799 1.5607 13.8229
H -1.5152 -9.8333 -6.2547
H 3.5089 -3.9340 12.0084
H 3.9232 -2.7222 9.8586
H 7.1446 2.8260 4.9650
C 6.0539 2.0519 3.6165
H -1.9484 -1.1697 -7.4432
H 9.7535 -3.1744 -6.9683
H -5.0499 1.1983 -11.8791
```

Computed, not measured: a cluster of 3 separate species, H6O3 in total, with wB97M-V/def2-TZVPD.

## Properties
Multiplicity = 1
LUMO energy = 0.021 hartree

XYZ file:
```
9
H6O3, DFT wB97M-V/def2-TZVPD
H 0.1770 -0.5803 0.8071
O -0.5893 -1.9716 -0.2012
H 0.0019 1.4480 -0.2127
H 0.1062 -2.2460 -0.8131
H -1.3058 -1.6556 -0.7676
H 1.4858 -0.1507 1.5137
O 0.6594 0.1991 1.1672
O -0.0615 2.0900 -0.9418
H -0.4737 2.8672 -0.5515
```

Computed, not measured: the ion C9H12NO2P2 with charge +1, with wB97M-V/def2-TZVPD.

## Properties
Total charge = +1
Multiplicity = 1
LUMO energy (alpha / beta) = -0.162 / -0.168 hartree

XYZ file:
```
26
C9H12NO2P2, DFT wB97M-V/def2-TZVPD
C 3.5864 0.5587 -0.2946
C -0.2918 0.2355 1.9589
C 2.7053 -1.5223 -1.2685
C -0.2978 0.6697 -0.4503
P -6.3275 0.4155 -0.2981
H -0.8326 -1.0880 0.4472
C 3.7719 -0.7032 -0.8211
H -0.9600 0.5986 -1.3456
H 2.9859 -2.5122 -1.6665
C -2.3872 0.1230 0.4457
H 0.6783 -0.2175 2.1767
H -1.0076 -0.2579 2.7486
H 0.7308 -1.7881 -1.4659
C 1.4454 -1.0429 -1.1832
N -0.9439 -0.0487 0.6832
O -5.0730 -0.6862 0.1931
H 4.8225 -0.9393 -1.0692
P -3.7120 -1.4628 0.3711
H -0.1492 1.2635 2.0186
C 1.1370 0.1831 -0.5900
H 2.0010 1.9873 0.3516
O -5.7135 1.3529 -1.1615
H -0.2272 1.8162 -0.2821
H 4.5392 0.8961 0.1951
C 2.2795 0.9804 -0.1295
H -2.7597 1.1884 0.4366
```

Computed, not measured: the molecule C4H8O2, with wB97M-V/def2-TZVPD.

## Properties
Multiplicity = 1
LUMO energy (alpha / beta) = -0.043 / -0.043 hartree

XYZ file:
```
14
C4H8O2, DFT wB97M-V/def2-TZVPD
H -2.2224 -1.1330 0.8009
H -1.8378 -1.4555 -0.9094
H -0.6862 1.2280 0.5171
H 1.5044 1.8634 -0.4613
C 1.2701 0.9908 0.1673
H 1.6924 -0.9633 -0.8042
C 0.8602 -0.2620 -0.6484
C -1.6190 -0.7756 -0.0570
H 0.1901 -1.2111 1.2328
O -1.7340 0.5539 -0.3423
H 2.1536 0.7611 0.7758
H 0.4005 -0.0036 -1.6046
O 0.1911 1.2329 1.0616
C -0.1694 -0.8292 0.2726
```

Computed, not measured: the molecule C3H4N2O, with wB97M-V/def2-TZVPD.

## Properties
Multiplicity = 1
LUMO energy = 0.024 hartree

XYZ file:
```
10
C3H4N2O, DFT wB97M-V/def2-TZVPD
O 0.9140 0.6628 1.7121
N -0.9655 0.7344 0.3149
H -1.4776 1.4398 0.8205
H -0.5392 -1.0373 -2.2375
H 1.3964 -1.3852 -0.3636
H 1.8393 0.4324 1.5553
C -0.5096 -0.5957 -1.2521
N -1.4376 0.2608 -0.8626
C 0.2307 0.2041 0.6414
C 0.5490 -0.7160 -0.3285
```

Computed, not measured: a structure of composition C4H10N4, with wB97M-V/def2-TZVPD.

## Properties
Multiplicity = 1
LUMO energy = 0.003 hartree

XYZ file:
```
18
C4H10N4, DFT wB97M-V/def2-TZVPD
N 1.3088 0.1495 -0.7002
H 0.3786 1.0226 1.0361
H -1.9349 -1.3321 1.3485
H -2.8347 0.7221 1.1101
H 1.2839 -2.0766 -0.3924
C -1.6048 -0.1442 -0.5520
N -0.8270 -1.3251 -0.6466
N -1.3441 1.1211 -1.0325
C -2.5510 -0.4706 0.6406
H -3.5280 -0.9052 -0.1934
C 1.1297 1.3889 0.2740
H 3.4722 -0.7043 -0.8187
H -2.0260 1.9557 -0.6630
N 2.8610 -0.4479 0.0574
C 0.5376 -1.1676 -0.5527
H 0.9864 2.3800 -0.3450
H 2.5910 -1.5526 0.7169
H 2.1014 1.3862 0.7131
```

Computed, not measured: a cluster of 2 separate species, CH6NP in total, with wB97M-V/def2-TZVPD.

## Properties
Multiplicity = 3
LUMO energy (alpha / beta) = 0.044 / -0.058 hartree
⟨S²⟩ = 2.0069

XYZ file:
```
9
CH6NP, DFT wB97M-V/def2-TZVPD
H 0.3988 -0.1816 -2.1787
H -0.2580 -0.0241 3.3541
H 0.4318 0.2860 3.3819
H -0.7266 -1.5236 -2.5250
N -0.2498 -0.8828 -1.8500
P -0.3910 -0.8534 -0.1579
H 0.2759 1.3397 -0.9071
C 0.1878 0.7261 -0.0341
H 0.3311 1.1136 0.9168
```

Computed, not measured: a cluster of 2 separate species, C4H8N2 in total, with wB97M-V/def2-TZVPD.

## Properties
Multiplicity = 1
LUMO energy (alpha / beta) = -0.022 / -0.022 hartree

XYZ file:
```
14
C4H8N2, DFT wB97M-V/def2-TZVPD
H 1.9843 1.3003 0.7496
H -2.0131 -1.9485 0.4737
N 1.0700 0.8935 0.5694
H 2.0888 -0.3404 -0.9528
N -1.9973 0.0876 0.6643
H -0.4698 1.3841 -0.8723
H 0.0845 -1.5159 -1.5359
H 1.2210 1.9079 -1.4024
H -0.8871 -1.2975 1.7912
C 1.1178 -0.0974 -0.4933
H -1.5319 0.7729 1.2665
C -1.5895 -1.0826 0.9845
C 0.6060 1.2614 -0.7808
C 0.3164 -1.3254 -0.4618
```

Calculated values (Eh/bohr) of maximum force for the records, taken in order: 0.080; 0.014; 0.102; 0.008; 0.008; 0.118; 0.094; 0.009.
Calculated values (kJ/mol) of relative energy (zero: lowest compared OMol25 entry of this formula, charge and spin) for the records, taken in order: 920.05; 21.87; 0.00; 447.50; 111.89; 907.86; 18.70; 591.06.